{
  "formula": "C52H148Br12N24O8P8",
  "method": "ωB97M-V/def2-TZVPD",
  "species": ["C", "Br", "Br", "Br", "H", "C", "Br", "Br", "Br", "H", "C", "Br", "Br", "Br", "H", "C", "Br", "Br", "Br", "H", "O", "P", "N", "C", "C", "N", "C", "C", "N", "C", "C", "H", "H", "H", "H", "H", "H", "H", "H", "H", "H", "H", "H", "H", "H", "H", "H", "H", "H", "O", "P", "N", "C", "C", "N", "C", "C", "N", "C", "C", "H", "H", "H", "H", "H", "H", "H", "H", "H", "H", "H", "H", "H", "H", "H", "H", "H", "H", "O", "P", "N", "C", "C", "N", "C", "C", "N", "C", "C", "H", "H", "H", "H", "H", "H", "H", "H", "H", "H", "H", "H", "H", "H", "H", "H", "H", "H", "O", "P", "N", "C", "C", "N", "C", "C", "N", "C", "C", "H", "H", "H", "H", "H", "H", "H", "H", "H", "H", "H", "H", "H", "H", "H", "H", "H", "H", "O", "P", "N", "C", "C", "N", "C", "C", "N", "C", "C", "H", "H", "H", "H", "H", "H", "H", "H", "H", "H", "H", "H", "H", "H", "H", "H", "H", "H", "O", "P", "N", "C", "C", "N", "C", "C", "N", "C", "C", "H", "H", "H", "H", "H", "H", "H", "H", "H", "H", "H", "H", "H", "H", "H", "H", "H", "H", "O", "P", "N", "C", "C", "N", "C", "C", "N", "C", "C", "H", "H", "H", "H", "H", "H", "H", "H", "H", "H", "H", "H", "H", "H", "H", "H", "H", "H", "O", "P", "N", "C", "C", "N", "C", "C", "N", "C", "C", "H", "H", "H", "H", "H", "H", "H", "H", "H", "H", "H", "H", "H", "H", "H", "H", "H", "H"],
  "xyz": [[0.44251, -4.07738, -5.17243], [-0.06088, -3.91584, -6.99681], [1.15289, -5.85983, -4.82619], [-1.18159, -3.71227, -4.03162], [1.19935, -3.33438, -4.89435], [3.28439, 6.88633, -2.41705], [1.86597, 6.82341, -3.57964], [4.57580, 8.21433, -3.09397], [4.05956, 5.25404, -2.02797], [3.02614, 7.33938, -1.45288], [0.61184, 4.26523, 1.22565], [0.82692, 6.06458, 0.59614], [-0.67866, 4.32337, 2.64928], [2.28449, 3.61605, 1.91624], [0.18257, 3.59505, 0.45745], [0.07529, 1.11217, -6.85781], [-1.79966, 0.60202, -6.69950], [0.43268, 2.85723, -6.20439], [0.77334, 1.13057, -8.69068], [0.65829, 0.37184, -6.25431], [2.61426, -3.70057, 1.00689], [2.41598, -4.97746, 1.65989], [3.28436, -5.14220, 3.07357], [2.82868, -4.49813, 4.27034], [4.69183, -5.27268, 2.99593], [2.81692, -6.23910, 0.64226], [2.71320, -7.68287, 0.97264], [2.58732, -6.11980, -0.76627], [0.82234, -5.11377, 2.06761], [0.26460, -6.21627, 2.81464], [-0.10611, -4.00116, 1.88367], [2.98966, -3.40378, 4.28150], [3.37074, -4.87613, 5.11568], [1.81045, -4.64721, 4.43157], [5.00593, -5.93372, 2.19632], [4.97487, -5.83700, 3.81509], [5.23009, -4.28961, 3.00023], [3.35883, -7.91227, 1.83181], [1.72902, -7.95543, 1.23436], [2.93933, -8.20434, 0.06085], [3.46066, -6.44841, -1.31803], [1.68914, -6.68495, -1.16103], [2.46001, -5.09754, -1.11206], [-0.43802, -6.84839, 2.26557], [1.13528, -6.83321, 3.10145], [-0.31454, -5.89343, 3.67040], [-0.03645, -3.51346, 0.87555], [0.04986, -3.23256, 2.64271], [-1.09870, -4.35381, 1.89726], [2.24340, -1.42822, -5.36753], [3.75545, -1.45612, -5.58419], [3.86695, -2.34134, -6.97431], [3.02062, -2.11203, -8.12257], [5.05571, -3.06711, -7.35537], [4.63596, -2.19518, -4.39688], [6.09173, -2.29354, -4.54582], [4.13012, -3.16940, -3.43625], [4.46758, 0.06528, -5.65028], [4.17664, 0.75171, -4.30326], [4.29068, 0.95969, -6.76511], [3.43072, -1.55819, -8.99129], [2.18773, -1.54026, -7.77827], [2.63511, -3.12207, -8.46986], [5.55429, -3.59910, -6.52277], [5.85838, -2.40963, -7.77247], [4.88153, -3.89773, -8.06869], [6.61944, -1.74681, -3.77183], [6.35210, -3.32213, -4.50967], [6.47262, -1.95067, -5.47750], [3.01294, -3.23516, -3.55964], [4.45739, -4.18993, -3.72814], [4.43746, -3.05107, -2.37351], [4.17993, 1.78627, -4.46507], [3.36452, 0.33476, -3.78789], [5.05074, 0.58415, -3.66904], [4.53122, 0.50990, -7.72740], [4.93388, 1.86464, -6.64198], [3.26479, 1.31562, -6.80072], [8.84566, -1.14139, 1.79177], [7.54725, -0.94311, 1.15399], [6.29839, -0.41781, 2.07500], [5.87783, -1.21622, 3.13975], [6.22377, 1.05200, 2.42317], [7.11360, -2.38762, 0.55119], [7.75955, -3.55717, 0.99732], [5.76173, -2.65907, 0.11343], [7.65301, 0.22547, 0.01423], [8.98255, 0.52151, -0.44759], [6.68660, 0.56298, -1.00560], [6.19833, -2.29437, 2.99648], [4.78733, -1.22666, 3.26958], [6.34829, -0.85960, 4.10150], [6.30303, 1.78320, 1.57451], [7.06302, 1.38063, 3.10897], [5.29217, 1.24122, 2.91733], [8.80116, -3.52338, 0.70689], [7.58945, -3.75686, 2.07451], [7.32639, -4.32619, 0.43855], [5.05813, -2.78175, 0.95825], [5.35710, -1.90380, -0.55668], [5.69574, -3.59168, -0.41623], [9.02515, 1.12879, -1.37357], [9.59096, 1.01639, 0.33814], [9.50994, -0.34522, -0.76915], [6.68633, 1.53730, -1.39594], [5.66270, 0.33537, -0.65954], [6.88603, 0.00033, -1.94901], [-2.90766, 2.97597, 4.11233], [-4.26615, 2.70315, 3.56592], [-4.36100, 1.64781, 2.26825], [-4.07671, 2.09243, 0.90394], [-4.11848, 0.22916, 2.50943], [-4.92618, 4.10190, 2.82760], [-6.32028, 3.98846, 2.42606], [-4.71023, 5.25950, 3.61841], [-5.17478, 2.08523, 4.75192], [-4.88542, 2.46083, 6.14185], [-6.49483, 1.31022, 4.59525], [-4.91774, 1.86296, 0.31721], [-3.20939, 1.57923, 0.53493], [-3.85916, 3.14669, 0.92835], [-4.51984, -0.02005, 3.54651], [-3.04815, 0.14500, 2.40213], [-4.53913, -0.41406, 1.77426], [-6.47431, 3.27185, 1.67714], [-6.92326, 3.67116, 3.25355], [-6.63852, 5.00629, 2.07562], [-5.44683, 5.43792, 4.36621], [-3.70737, 5.25344, 4.17131], [-4.68476, 6.18824, 2.98369], [-3.91130, 2.84354, 6.31047], [-5.68846, 3.21705, 6.48005], [-4.91848, 1.52893, 6.79410], [-7.50357, 1.74215, 4.81850], [-6.40941, 0.49181, 5.35468], [-6.65997, 0.81575, 3.68919], [-5.29676, -1.15207, -0.24503], [-5.84352, -1.41071, -1.58826], [-5.52272, -2.90269, -2.21303], [-5.46111, -4.05869, -1.21701], [-5.65591, -3.38451, -3.55886], [-5.28500, -0.37566, -2.76809], [-3.89270, -0.48781, -3.26835], [-6.09756, 0.53243, -3.62673], [-7.48474, -1.16386, -1.43340], [-8.37634, -2.27039, -1.62258], [-7.90401, -0.11109, -0.53607], [-6.36554, -4.53748, -1.33482], [-5.14993, -3.70751, -0.25341], [-4.69814, -4.77766, -1.42332], [-4.72443, -3.56503, -4.03315], [-6.23074, -2.65319, -4.09109], [-6.26159, -4.29032, -3.61962], [-3.91860, -0.86751, -4.30306], [-3.34322, 0.51524, -3.18357], [-3.34733, -1.23706, -2.59683], [-7.10550, 0.61513, -3.28898], [-5.64976, 1.54436, -3.61139], [-6.15862, 0.10021, -4.64874], [-7.91364, -2.92018, -2.38458], [-8.59604, -2.92729, -0.73674], [-9.30078, -1.87435, -1.98700], [-7.38967, 0.80645, -0.84627], [-7.65040, -0.24598, 0.52032], [-8.99622, 0.04181, -0.70459], [-3.27924, 6.53757, -3.38938], [-3.93778, 5.79756, -2.26678], [-4.19480, 6.80725, -0.92885], [-4.78479, 6.23381, 0.22054], [-3.44547, 8.03634, -0.87224], [-3.17299, 4.45696, -1.67138], [-3.17527, 3.25519, -2.57281], [-2.09272, 4.63325, -0.79385], [-5.31349, 5.20078, -2.81037], [-5.93918, 5.98254, -3.85880], [-6.19926, 4.23590, -2.17694], [-5.37675, 5.36841, 0.07224], [-5.49967, 6.92828, 0.69022], [-4.00550, 6.01833, 0.97958], [-3.96899, 8.83503, -0.28882], [-3.11803, 8.46494, -1.82534], [-2.48001, 8.01768, -0.36079], [-3.50450, 2.34732, -2.07186], [-3.81091, 3.50832, -3.38289], [-2.16116, 3.09682, -2.93731], [-1.91500, 3.66021, -0.33124], [-1.14016, 4.77998, -1.34882], [-2.38408, 5.33284, -0.02575], [-6.06686, 5.43544, -4.77415], [-6.81542, 6.47930, -3.49866], [-5.24506, 6.72362, -4.13247], [-6.59629, 3.52758, -2.98415], [-7.16149, 4.69174, -1.75631], [-5.65711, 3.52619, -1.52727], [1.24216, -1.67620, 5.93560], [0.57402, -0.40332, 6.30723], [1.57257, 0.87354, 5.94761], [2.69388, 0.63311, 5.00682], [0.90824, 2.20902, 5.71715], [0.12714, -0.05994, 7.84215], [-0.95108, -0.76275, 8.38124], [1.15090, 0.39945, 8.71672], [-0.88673, -0.33537, 5.43832], [-1.12426, -1.42777, 4.53565], [-2.04618, 0.53566, 5.68625], [2.96811, -0.40343, 5.07295], [3.46273, 1.29234, 5.21673], [2.37799, 0.77187, 3.98605], [1.68025, 2.89863, 5.52837], [0.31746, 2.46792, 6.68005], [0.29828, 2.22831, 4.77736], [-1.34229, -0.36991, 9.33999], [-1.78861, -0.72677, 7.67079], [-0.65808, -1.82441, 8.41560], [1.62183, 1.34588, 8.40842], [0.75972, 0.59172, 9.75065], [1.94476, -0.35106, 8.77832], [-1.65812, -2.24769, 5.02588], [-1.80145, -1.08344, 3.71243], [-0.24264, -1.76582, 4.00347], [-1.66160, 1.21836, 6.49512], [-2.91255, -0.05492, 6.09290], [-2.22779, 1.16084, 4.80320], [0.17095, 2.04252, -0.92514], [0.68680, 0.68570, -0.72719], [0.41624, -0.27039, -2.06203], [0.09983, 0.43681, -3.30764], [1.12600, -1.50949, -2.23401], [-0.05674, -0.17573, 0.52104], [0.09440, 0.40640, 1.86213], [-1.26414, -0.92048, 0.24190], [2.27602, 0.50217, -0.17802], [2.68230, -0.54365, 0.71334], [3.39337, 1.18597, -0.83388], [-0.51314, 1.31474, -3.23450], [-0.52774, -0.20740, -3.96951], [1.05837, 0.75445, -3.80812], [0.95917, -2.01197, -1.34963], [2.25556, -1.46598, -2.40693], [0.77584, -1.96802, -3.18518], [-0.86084, 0.86924, 2.21082], [0.47281, -0.34247, 2.56105], [0.89659, 1.10161, 1.86876], [-2.14865, -0.31692, 0.25280], [-1.23799, -1.36581, -0.71509], [-1.29040, -1.75418, 1.02624], [1.89788, -1.23132, 0.89636], [3.48923, -1.15681, 0.23428], [3.13659, -0.18144, 1.72016], [4.09754, 1.72145, -0.08702], [2.99424, 2.02097, -1.50612], [4.01352, 0.50363, -1.47134]],
  "forces_ev_per_angstrom": [[-0.7, -0.2, 0.8], [0.1, 0.2, -0.2], [-0.1, 0.5, 0.1], [0.9, -0.3, -0.5], [-0.3, -0.1, -0.3], [1.0, 2.1, 1.2], [-1.6, -0.3, -0.9], [0.2, -0.2, 0.1], [0.7, -1.4, 0.2], [-0.3, -0.3, -0.5], [-0.6, 0.1, 0.3], [0.2, 0.2, -0.5], [-0.3, -0.4, 0.1], [0.2, -0.3, -0.2], [0.8, 0.4, 0.2], [0.6, -0.8, 0.1], [0.6, 0.2, -0.2], [-0.2, 0.4, 0.7], [-0.4, -0.6, 0.3], [-0.5, 0.6, -0.7], [0.4, 1.8, -1.4], [-0.5, -0.8, 0.7], [-1.2, -1.0, -1.2], [1.0, 1.4, 0.0], [0.8, 0.8, -1.1], [0.2, -1.1, 0.6], [1.0, 1.5, 0.8], [-0.8, 0.7, -1.6], [-1.1, 0.2, 0.0], [0.9, -0.7, -0.1], [1.4, 1.0, -1.3], [0.0, -0.2, -0.2], [0.3, -0.4, 0.5], [-1.8, -0.3, 0.2], [0.0, 0.4, -0.7], [1.0, -0.8, 2.2], [-0.3, -0.8, -0.2], [0.0, -0.2, -0.5], [-1.4, -0.3, 0.3], [0.6, -0.5, 0.0], [0.2, -0.5, -0.1], [0.8, 0.4, 0.6], [-0.2, 0.3, 0.4], [0.1, 0.0, -0.5], [-0.7, 0.0, 0.4], [0.2, 0.3, 0.6], [0.5, -0.5, 0.9], [-0.2, 0.0, 0.0], [-1.3, -0.6, 0.4], [1.7, 0.3, 0.6], [-3.0, -0.1, 0.0], [1.7, -0.4, -1.0], [-1.0, -0.9, -0.5], [1.9, -0.7, 0.2], [0.7, 0.1, 0.1], [-0.4, 0.7, 0.6], [-1.5, -1.2, -0.7], [-0.2, -0.6, 1.7], [2.9, -1.5, -1.3], [0.0, 0.9, -0.3], [0.4, -0.3, 0.5], [-0.8, 0.3, 0.1], [0.4, 1.2, 0.2], [-0.6, 0.4, -0.1], [-0.6, -0.4, -0.1], [-0.4, 0.7, 0.1], [0.0, 0.0, 0.4], [0.4, -1.1, 0.3], [0.0, 0.6, -0.8], [1.0, 0.3, 0.6], [0.1, 0.4, 0.1], [-0.3, 0.5, -0.8], [-0.7, 1.5, -0.2], [-1.5, -0.2, 0.4], [0.1, -0.1, 0.1], [0.1, -0.2, 0.1], [-0.3, -0.8, -0.1], [-0.3, 0.2, -0.2], [1.1, 0.2, 0.7], [0.5, 0.4, 0.2], [-0.3, 3.1, -1.2], [0.1, -2.0, 2.2], [1.5, 0.3, -0.4], [-1.8, 0.3, -1.2], [1.2, -0.2, 1.1], [-1.0, 0.4, 0.6], [-0.2, 1.5, -1.3], [1.5, 1.1, 0.0], [-1.2, -2.6, -0.1], [-0.3, 1.2, 0.2], [0.1, 0.1, 0.0], [-0.4, -0.5, -0.6], [-0.2, -1.2, 0.4], [-0.8, -0.7, -0.4], [-0.6, 0.0, 0.3], [0.4, -0.1, 0.6], [0.5, -0.1, -0.4], [-0.5, -1.6, -0.6], [0.1, 0.2, -0.3], [0.1, 0.3, 0.1], [0.3, -0.5, -0.4], [-0.6, 0.2, 0.7], [-0.3, -0.3, -0.5], [0.6, -1.1, 0.0], [0.4, 1.9, 0.4], [0.8, 0.0, -0.2], [-0.2, -0.3, 0.5], [-0.6, 0.4, -0.1], [1.5, 0.4, -2.6], [-1.0, 0.5, 0.9], [0.5, 0.2, 1.6], [0.0, 0.8, 1.7], [0.4, -1.6, 0.4], [0.3, 1.9, 0.3], [2.4, 2.4, 0.3], [-2.8, -1.2, 0.7], [-2.4, -0.7, 1.0], [0.8, 0.0, 2.8], [-1.0, -0.2, -1.2], [0.5, -0.3, -0.4], [-0.1, 0.4, -0.3], [0.9, 0.0, -1.4], [0.6, -0.8, 0.6], [-0.8, -0.3, -0.7], [0.0, -0.9, -1.4], [-0.7, 0.1, 0.7], [0.0, -1.0, 0.2], [-1.0, 0.0, 0.8], [-1.3, -0.3, -1.0], [-0.1, -0.8, 0.4], [0.8, 0.6, -0.5], [1.3, -1.1, -0.1], [-0.4, 1.0, -0.7], [1.2, 0.8, 0.1], [0.0, 0.5, -0.5], [0.6, -0.4, -1.8], [1.1, -0.4, 0.3], [0.1, 0.9, -0.2], [0.8, -1.9, 2.2], [1.6, 2.3, -1.1], [-1.2, 0.6, 0.2], [-0.2, 0.8, -1.0], [0.4, -0.2, 1.6], [1.0, -0.8, 0.1], [0.4, -0.3, -0.3], [0.3, -1.1, 0.0], [-0.5, 0.7, -0.5], [-2.2, -1.2, 0.6], [-0.7, 0.4, 0.7], [0.8, -0.3, -1.0], [1.0, -0.1, -0.5], [-0.1, 0.5, -0.8], [0.0, -0.2, 0.3], [0.3, 0.2, 0.2], [-0.8, -1.4, -0.3], [-0.6, 1.0, -1.0], [-0.7, -0.1, 0.5], [-0.1, -0.5, -0.3], [0.3, 0.5, 0.3], [-0.6, 0.2, 0.2], [0.3, 0.7, -0.4], [-0.8, -0.1, -0.3], [-0.2, 0.1, 0.1], [-0.2, -0.4, -0.1], [0.7, 0.0, 0.4], [0.0, -0.2, 1.1], [2.3, 1.5, 0.0], [0.5, -0.6, -2.7], [0.5, 1.4, 2.1], [0.5, 1.7, 1.1], [-2.1, -0.9, -1.6], [1.1, 1.2, 1.3], [1.5, -1.5, 0.1], [-2.6, -1.1, -0.3], [0.3, -0.2, 0.2], [-1.2, -1.1, -1.2], [-0.2, -1.1, -0.7], [0.2, 0.2, 0.0], [-0.5, -0.2, -0.1], [-0.2, -0.6, -0.6], [-0.9, -0.5, -0.2], [0.2, -0.8, 0.5], [-0.1, 0.0, 0.3], [-0.5, -0.2, -0.9], [0.1, -0.1, -0.1], [0.0, 0.0, 0.5], [-0.3, 0.8, 0.5], [0.7, 0.4, 0.1], [-0.6, -0.7, -0.3], [-0.9, 0.1, 0.0], [0.7, 1.1, -0.3], [0.4, 0.9, 0.7], [1.5, -0.4, 0.0], [-0.3, 0.8, 0.3], [0.0, 0.0, 0.7], [-0.7, -0.1, -2.2], [-0.2, 1.1, -0.8], [-2.4, -1.1, 0.2], [-1.1, -1.7, 1.1], [0.5, 2.0, -0.8], [-1.8, -1.7, 0.1], [1.0, 0.6, 1.8], [0.7, 0.0, 0.5], [-1.3, 0.2, -1.3], [1.6, 0.2, 1.2], [0.5, -0.3, 0.3], [1.7, 1.2, 0.5], [-0.2, 0.3, -0.7], [1.0, 1.1, 0.2], [0.8, -0.2, -1.9], [0.0, -0.2, 0.9], [0.6, -0.2, -0.4], [0.1, -0.1, 0.4], [-0.5, 0.0, 0.8], [-0.3, -0.4, -0.2], [0.1, -0.4, -0.9], [0.2, 0.1, 0.3], [0.2, -0.3, 0.0], [0.3, -0.1, 0.6], [0.2, -0.2, 0.5], [-0.9, -0.4, -0.7], [0.5, 0.6, -0.6], [-0.4, -0.4, 0.4], [0.2, 1.2, -0.4], [0.2, -2.2, 1.8], [-0.3, 1.7, -0.8], [0.6, -0.5, -1.2], [1.5, 0.9, -2.4], [0.5, 0.9, -0.9], [-1.0, -0.8, -0.2], [0.6, -1.1, 2.3], [0.1, 1.2, -0.8], [2.4, -0.3, 0.8], [-0.1, 1.6, -0.3], [-0.1, 0.5, 0.9], [0.9, 0.0, 0.3], [-1.0, -0.4, 0.0], [-0.2, -2.1, 1.6], [-1.1, 0.6, 0.4], [-0.1, 0.0, 1.1], [0.7, -0.2, 0.0], [-0.5, -0.3, 0.2], [0.4, 1.1, -0.2], [-0.8, 0.3, 0.4], [0.3, -0.6, -1.0], [-0.5, 1.1, -1.0], [-0.6, -0.5, 0.4], [-0.5, 0.5, 0.4], [-0.8, -0.2, -1.5], [-1.1, -1.0, -0.9], [0.4, -1.1, 0.8], [-0.7, 0.4, 0.5]],
  "lowdin_charge": [-1.55, 0.62, 0.55, 0.52, -0.08, -1.77, 0.64, 0.52, 0.61, -0.04, -1.59, 0.59, 0.65, 0.60, -0.06, -1.61, 0.57, 0.59, 0.55, -0.04, -0.25, 0.49, -0.29, -0.09, -0.12, -0.28, -0.08, -0.15, -0.29, -0.13, -0.09, 0.09, 0.09, 0.05, 0.08, 0.06, 0.08, 0.09, 0.05, 0.07, 0.08, 0.10, 0.06, 0.08, 0.08, 0.08, 0.08, 0.07, 0.07, -0.33, 0.56, -0.29, -0.15, -0.13, -0.27, -0.11, -0.09, -0.26, -0.06, -0.12, 0.09, 0.02, 0.09, 0.07, 0.10, 0.09, 0.07, 0.07, 0.06, 0.06, 0.09, 0.08, 0.07, 0.02, 0.07, 0.08, 0.10, 0.04, -0.26, 0.43, -0.28, -0.15, -0.07, -0.29, -0.13, -0.11, -0.29, -0.13, -0.13, 0.07, 0.07, 0.11, 0.08, 0.10, 0.05, 0.09, 0.09, 0.06, 0.07, 0.05, 0.07, 0.09, 0.09, 0.07, 0.07, 0.04, 0.08, -0.39, 0.52, -0.27, -0.08, -0.09, -0.30, -0.11, -0.16, -0.27, -0.11, -0.08, 0.06, 0.07, 0.06, 0.10, 0.04, 0.04, 0.05, 0.06, 0.10, 0.07, 0.10, 0.08, 0.05, 0.11, 0.09, 0.09, 0.09, 0.04, -0.29, 0.48, -0.29, -0.05, -0.12, -0.29, -0.11, -0.09, -0.32, -0.12, -0.12, 0.05, 0.07, 0.07, 0.06, 0.07, 0.09, 0.07, 0.08, 0.09, 0.05, 0.06, 0.09, 0.07, 0.10, 0.07, 0.07, 0.08, 0.10, -0.30, 0.50, -0.29, -0.15, -0.12, -0.28, -0.06, -0.17, -0.31, -0.09, -0.12, 0.04, 0.09, 0.07, 0.09, 0.08, 0.07, 0.06, 0.06, 0.08, 0.06, 0.09, 0.05, 0.09, 0.08, 0.05, 0.08, 0.10, 0.06, -0.30, 0.52, -0.28, -0.09, -0.08, -0.34, -0.13, -0.12, -0.29, -0.15, -0.12, 0.06, 0.06, 0.05, 0.05, 0.11, 0.06, 0.10, 0.05, 0.10, 0.07, 0.10, 0.09, 0.09, 0.07, 0.03, 0.08, 0.09, 0.04, -0.27, 0.56, -0.28, -0.12, -0.12, -0.29, -0.10, -0.09, -0.29, -0.13, -0.13, 0.04, 0.07, 0.07, 0.05, 0.09, 0.02, 0.10, 0.07, 0.01, 0.05, 0.05, 0.10, 0.04, 0.07, 0.11, 0.09, 0.09, 0.05],
  "e_lumo_ev": -0.1,
  "max_force_ev_per_a": 3.5,
  "total_charge": 0,
  "e_homo_ha": -0.304,
  "homo_lumo_gap_ev": 8.1
}